{
  "formula": "C11H15NO4S",
  "method": "the ωB97M-V functional and the def2-TZVPD basis",
  "elements": ["C", "S", "O", "O", "N", "C", "C", "C", "O", "O", "C", "C", "C", "C", "C", "C", "C", "H", "H", "H", "H", "H", "H", "H", "H", "H", "H", "H", "H", "H", "H", "H"],
  "xyz": [[-0.51, -1.30, 2.35], [0.22, -2.42, 1.11], [-0.62, -3.58, 1.04], [1.60, -2.59, 1.44], [0.11, -1.61, -0.33], [-1.08, -1.80, -1.11], [-2.26, -0.91, -0.68], [-1.92, 0.54, -0.87], [-1.91, 1.12, -1.92], [-1.60, 1.14, 0.29], [1.29, -0.96, -0.87], [1.32, 0.51, -0.55], [1.03, 1.46, -1.52], [1.01, 2.81, -1.19], [1.26, 3.21, 0.11], [1.57, 2.27, 1.08], [1.60, 0.92, 0.75], [-1.46, -1.72, 2.66], [-0.65, -0.32, 1.90], [0.17, -1.25, 3.18], [-1.38, -2.85, -0.99], [-0.85, -1.61, -2.16], [-2.50, -1.10, 0.37], [-3.11, -1.16, -1.31], [-1.32, 2.06, 0.13], [2.15, -1.46, -0.39], [1.34, -1.13, -1.95], [0.83, 1.16, -2.53], [0.78, 3.54, -1.95], [1.24, 4.26, 0.37], [1.79, 2.58, 2.09], [1.86, 0.18, 1.49]],
  "mulliken_charge": [-0.9476, 1.3498, -0.7179, -0.6821, 0.1800, -1.0455, -0.4364, 0.5216, -0.5849, -0.4635, -1.6684, 0.8920, -0.3097, -0.5826, -0.5394, -0.7791, -0.2194, 0.3559, 0.1985, 0.4118, 0.5128, 0.3580, 0.2567, 0.4223, 0.3637, 0.5665, 0.4504, 0.3509, 0.3617, 0.3883, 0.4080, 0.6276],
  "smiles": "CS(=O)(=O)N(CCC(=O)O)Cc1ccccc1",
  "largest_force_ha_per_bohr": 0.01992,
  "e_above_lowest_kcal_mol": 12.1,
  "spin_multiplicity": 1
}

{
  "formula": "AgH16O8",
  "method": "the ωB97M-V functional and the def2-TZVPD basis",
  "elements": ["Ag", "O", "H", "H", "O", "H", "H", "O", "H", "H", "O", "H", "H", "O", "H", "H", "O", "H", "H", "O", "H", "H", "O", "H", "H"],
  "xyz": [[-0.02, 0.41, 0.22], [2.63, -0.30, 1.15], [3.12, -1.12, 1.06], [3.29, 0.42, 1.09], [0.48, 1.83, 1.95], [0.44, 2.68, 1.57], [-0.28, 1.80, 2.46], [-0.19, -1.48, 2.26], [0.26, -1.91, 2.96], [-0.21, -2.15, 1.55], [0.83, 2.06, -1.53], [1.67, 1.60, -1.63], [0.24, 1.87, -2.28], [-1.90, -2.05, -0.18], [-1.52, -2.93, -0.35], [-1.87, -1.59, -1.03], [-1.45, -0.22, -2.26], [-1.71, 0.66, -2.18], [-1.59, -0.35, -3.20], [-2.43, 0.88, 0.63], [-2.31, 1.23, 1.52], [-2.52, 1.57, 0.00], [1.36, -0.80, -1.41], [2.17, -0.36, -1.13], [1.49, -1.77, -1.24]],
  "mulliken_charge": [0.7159, -0.5316, 0.2915, 0.3018, -0.5269, 0.3407, 0.2788, -0.5349, 0.2596, 0.2696, -0.5680, 0.2962, 0.3131, -0.5991, 0.3098, 0.3303, -0.5624, 0.2479, 0.2672, -0.5708, 0.2962, 0.3368, -0.5364, 0.3168, 0.2577],
  "charge": 1,
  "largest_force_ha_per_bohr": 0.06969,
  "e_above_lowest_kcal_mol": 12.1,
  "spin_multiplicity": 1
}

{
  "formula": "CH9N5O3",
  "method": "the ωB97M-V functional and the def2-TZVPD basis",
  "elements": ["N", "O", "O", "O", "H", "H", "H", "C", "N", "N", "N", "N", "H", "H", "H", "H", "H", "H"],
  "xyz": [[0.11, 2.15, 0.49], [-0.04, 3.52, 0.47], [-1.18, 1.57, 0.47], [0.44, 1.75, 1.83], [-0.62, 1.62, 2.03], [-0.79, 3.77, 1.05], [-0.94, 0.52, -0.08], [0.53, -1.27, -0.20], [-1.20, -1.15, -1.74], [0.95, -2.42, -0.81], [1.22, -0.82, 0.87], [-0.56, -0.66, -0.57], [-1.83, -1.90, -1.50], [-1.73, -0.37, -2.13], [2.16, -1.15, 1.00], [1.90, -2.71, -0.67], [0.58, -2.55, -1.75], [0.99, 0.10, 1.26]],
  "mulliken_charge": [0.0262, -0.3093, -0.6797, -0.4870, 0.3898, 0.2896, 0.4190, 0.5106, -0.8265, -0.4600, -0.3476, 0.0096, 0.2131, 0.2648, 0.2002, 0.2263, 0.2691, 0.2918],
  "largest_force_ha_per_bohr": 0.05729,
  "spin_multiplicity": 1
}

{
  "formula": "C21H20N2O4",
  "method": "the ωB97M-V functional and the def2-TZVPD basis",
  "elements": ["C", "C", "C", "C", "C", "C", "O", "C", "O", "C", "O", "C", "C", "C", "N", "C", "C", "C", "C", "C", "C", "N", "C", "O", "C", "C", "C", "H", "H", "H", "H", "H", "H", "H", "H", "H", "H", "H", "H", "H", "H", "H", "H", "H", "H", "H", "H"],
  "xyz": [[-1.28, 3.97, -1.32], [-1.13, 2.69, -0.47], [-0.45, 2.84, 0.82], [-0.42, 1.88, 1.62], [-0.96, 0.64, 1.07], [-0.84, -0.45, 2.08], [-0.03, -0.32, 3.36], [-1.50, -1.70, 1.92], [-1.31, -2.26, 0.82], [-1.03, -3.75, 0.76], [-1.42, -4.32, 1.80], [-0.63, -4.06, -0.69], [0.78, -3.74, -0.59], [1.41, -2.39, -0.75], [1.83, -2.02, 0.37], [1.97, -0.62, 0.37], [2.95, -0.19, 1.67], [3.06, 1.27, 1.76], [2.76, 2.04, 0.71], [2.27, 1.62, -0.43], [1.83, 0.32, -0.67], [1.09, -0.21, -1.58], [0.56, -1.46, -1.83], [-0.10, -1.81, -2.71], [-1.58, 0.58, 0.03], [-1.77, 1.68, -0.79], [-2.11, 1.37, -2.29], [-0.77, 5.01, -0.95], [-2.33, 4.00, -1.73], [-0.77, 3.77, -2.33], [-0.29, 4.03, 1.02], [0.01, 2.16, 2.61], [-2.72, -1.37, 2.12], [-1.51, -2.43, 2.80], [-1.20, -3.41, -1.22], [-0.80, -5.15, -0.60], [1.23, -4.42, 0.12], [1.08, -4.01, -1.51], [3.10, -0.74, 2.52], [3.70, 1.55, 2.61], [2.99, 3.13, 0.98], [2.00, 2.28, -1.38], [0.92, 0.42, -2.20], [-1.72, -0.35, -0.30], [-1.51, 1.84, -3.05], [-3.22, 1.78, -2.28], [-2.15, 0.35, -2.28]],
  "mulliken_charge": [-1.3989, 1.1489, -0.3235, -2.1650, 1.7491, 0.2485, -0.6935, -0.6646, -0.0972, 0.4868, -0.5987, -0.5924, -1.1172, 0.3687, -0.5135, 0.9513, -0.9139, -0.4170, -0.4856, -0.3514, 0.4408, 0.0459, 0.2721, -0.5630, -0.4505, 0.0169, -1.8159, 0.2813, 0.3295, 0.2943, 0.0295, 0.3392, 0.1362, 0.4211, 0.4832, 0.3074, 0.5590, 0.4575, 0.4577, 0.3812, 0.2417, 0.1888, 0.0529, 1.1076, 0.3860, 0.3776, 0.6007],
  "smiles": "Cc1ccc(C(=O)COC(=O)CCc2nc3ccccc3[nH]c2=O)cc1C",
  "largest_force_ha_per_bohr": 0.28320,
  "e_above_lowest_kcal_mol": 365.5,
  "spin_multiplicity": 1
}

The following gap between HOMO and LUMO values (in eV) correspond, in order, to the records above: 10.14, 10.00, 9.65, 8.19.
The following LUMO values (in eV) correspond, in order, to the records above: 0.6, -3.5, 0.7, -0.4.